126
Properties=species:S:1:pos:R:3:mulliken_charge:R:1 method="wB97M-V/def2-TZVPD" homo_ev=-10.62 total_charge=+1 lumo_energy_ev=-3.65
C 2.4703 5.7951 -4.3839 -0.4885
C 1.3923 6.8442 -4.6484 -0.6512
C 0.8994 7.4759 -3.3411 -0.7938
C -0.3229 6.8258 -2.7232 -0.2328
N -0.1107 5.4393 -2.1808 1.9745
C 0.3598 5.4520 -0.7694 -0.7507
C 1.8738 5.7106 -0.6262 0.2304
C 2.2060 7.1270 -0.1648 -1.1540
O 2.7903 7.0686 1.1296 -0.5340
C -1.3531 4.7899 -2.2127 -3.7098
N -2.2936 5.0641 -1.1891 1.0169
P -2.5608 3.7418 -0.0666 0.1335
S -1.8253 3.9171 1.6898 -0.2639
C -3.4578 5.8509 -1.5180 0.9651
C -3.7458 6.3397 -2.7805 0.6474
C -4.8736 7.1370 -2.9217 -1.0817
N -5.6977 7.4784 -1.9413 -0.6060
C -5.4001 6.9839 -0.7406 -0.6453
C -4.3075 6.1842 -0.4687 -0.5306
N -1.5720 3.9380 -3.1621 1.7249
C -0.5124 3.5591 -4.1193 -0.7086
C 0.5603 2.6916 -3.4597 0.2258
C 0.2935 1.1719 -3.5409 -1.0980
S 0.7677 0.3511 -1.9790 -0.1689
C 2.5352 0.3328 -2.1545 0.0498
S 3.3204 -1.0353 -2.4187 -0.1412
N 3.2361 1.5514 -2.0138 0.4356
C 3.9345 2.1755 -3.0245 -0.1884
C 4.4848 3.2971 -2.4890 -0.7696
N 4.1460 3.3891 -1.1521 -0.5111
C 3.4017 2.3405 -0.9022 -0.3381
C -2.8568 3.2541 -3.3415 -0.3763
C -3.5189 3.4188 -4.7135 -0.1783
O -4.4681 2.7354 -4.9117 -0.4986
N -3.0077 4.3663 -5.6450 0.2783
C -4.1051 5.1906 -6.1841 -0.9342
C -2.3898 3.6466 -6.8110 -1.2301
H 2.1473 5.0498 -3.6654 -0.4395
H 3.3271 6.2982 -3.9457 0.3941
H 2.7908 5.2689 -5.2800 0.4492
H 0.5757 6.4658 -5.2627 0.2806
H 1.8712 7.6280 -5.2289 0.4437
H 0.6006 8.4995 -3.5594 0.5538
H 1.7387 7.5363 -2.6561 -0.0863
H -1.0827 6.7875 -3.4982 0.1383
H -0.7013 7.4442 -1.9080 0.3625
H -0.1641 6.2007 -0.1797 0.4299
H 0.1675 4.4729 -0.3437 0.2654
H 2.3971 5.4605 -1.5384 -0.4435
H 2.2183 5.0613 0.1718 0.5800
H 1.3163 7.7611 -0.1261 0.2433
H 2.9086 7.5916 -0.8577 0.4977
H 3.3354 7.8517 1.2339 0.3555
H -2.0488 2.6183 -0.7466 -0.0080
H -3.9520 3.5665 -0.0660 0.2108
H -3.0978 6.0976 -3.6063 0.1414
H -5.1035 7.5218 -3.9055 0.4065
H -6.0486 7.2584 0.0789 0.4174
H -4.0924 5.8479 0.5328 0.5488
H -0.1115 4.4700 -4.5403 -0.2690
H -0.9521 3.0066 -4.9369 0.4049
H 1.4855 2.9068 -3.9831 0.5601
H 0.7169 3.0158 -2.4382 -0.2205
H 0.9556 0.7512 -4.2889 0.4029
H -0.7321 0.9085 -3.7707 0.5807
H 4.0115 1.8221 -4.0339 0.5121
H 5.1111 3.9922 -3.0109 0.4530
H 2.9994 2.1192 0.0716 0.6153
H -2.6731 2.1873 -3.2412 0.6217
H -3.6007 3.5203 -2.6022 0.2806
H -3.6943 5.7770 -6.9978 0.4214
H -4.4841 5.8833 -5.4442 0.0958
H -4.9267 4.5866 -6.5637 0.4373
H -3.1374 3.5381 -7.5914 0.4147
H -1.9889 2.6840 -6.5262 0.5588
H -1.6144 4.2946 -7.2054 0.2960
C 3.1184 -2.5018 3.2719 -0.9193
C 3.3513 -1.7015 2.0204 0.8469
O 2.6447 -0.7648 1.7143 -0.5523
C 4.5101 -2.1135 1.1459 -0.8775
H 2.2568 -2.1020 3.8013 0.2586
H 2.9217 -3.5434 3.0148 0.1400
H 3.9945 -2.4423 3.9206 0.3931
H 4.3722 -3.1382 0.7975 0.2953
H 5.4481 -2.0400 1.6975 0.3479
H 4.5461 -1.4434 0.2911 0.0565
C 0.3715 -5.3230 4.8470 -0.6131
C 0.8050 -5.9071 3.5317 0.7437
O 1.2577 -5.2265 2.6367 -0.5938
C 0.6581 -7.4014 3.3985 -0.5269
H 0.5374 -4.2473 4.8445 0.2565
H -0.6889 -5.5186 5.0155 0.3127
H 0.9558 -5.7803 5.6475 0.0170
H -0.3870 -7.6938 3.5172 -0.1054
H 1.2570 -7.8947 4.1667 0.2003
H 1.0082 -7.7231 2.4196 0.3211
C 2.2112 -8.6163 8.8891 -1.2579
C 2.4306 -7.7585 7.6713 1.0198
O 1.7214 -6.8051 7.4321 -0.6018
C 3.5664 -8.1446 6.7593 -1.2928
H 1.3660 -8.2332 9.4565 0.3005
H 2.0020 -9.6427 8.5839 0.2995
H 3.1004 -8.6027 9.5211 0.4476
H 3.4061 -9.1543 6.3782 0.3053
H 4.5112 -8.1115 7.3035 0.4371
H 3.6144 -7.4504 5.9225 0.2819
C -1.2759 -8.0646 6.7259 -0.8450
C -0.8580 -9.3922 6.1407 0.9255
O 0.3044 -9.7347 6.1139 -0.5570
C -1.9669 -10.2528 5.5897 -1.0662
H -0.4033 -7.5252 7.0860 0.0665
H -1.7743 -7.4637 5.9631 0.2401
H -1.9647 -8.2249 7.5569 0.4548
H -2.4697 -9.7168 4.7843 0.1452
H -2.6830 -10.4866 6.3789 0.3721
H -1.5562 -11.1806 5.1960 0.3113
C -2.5871 -10.9124 1.1916 -1.2112
C -2.6233 -9.5072 1.7370 0.9723
O -3.2659 -9.2241 2.7231 -0.5864
C -1.8121 -8.4641 1.0122 -1.1407
H -3.2072 -11.5577 1.8092 0.3351
H -2.9660 -10.9261 0.1687 0.3657
H -1.5630 -11.2888 1.1981 0.3081
H -2.1541 -8.3426 -0.0163 0.4618
H -0.7630 -8.7624 1.0202 0.2534
H -1.9196 -7.5154 1.5330 0.2482


86
Properties=species:S:1:pos:R:3:mulliken_spin:R:1 method="wB97M-V/def2-TZVPD" multiplicity=2 homo_ev="-9.63 / -9.91" s_squared=0.7554 relative_energy_kcal_mol=14.9 total_charge=+1 lumo_energy_ev="-3.57 / -3.61"
Ti 0.8216 0.1349 -0.5701 0.8450
C -6.0118 1.5241 -0.7880 0.0005
C -5.2234 1.0232 0.4229 -0.0013
C -5.5461 1.9111 1.6368 0.0001
C -5.6399 -0.4249 0.7210 0.0007
C -3.7222 1.0927 0.1871 -0.0070
C -3.1527 1.8024 -0.8597 0.0074
C -1.7788 1.8155 -1.0073 -0.0015
N -0.9534 1.1976 -0.1668 0.0047
C -1.4815 0.5390 0.8792 -0.0085
C -2.8389 0.4591 1.0670 0.0037
C -0.4903 -0.0527 1.8350 0.0553
C -0.8385 -0.4243 3.1176 -0.0162
C 0.1195 -0.8828 4.0160 0.0019
C 1.4295 -0.9384 3.5470 -0.0076
C 1.7182 -0.5565 2.2592 0.0303
N 0.7781 -0.1168 1.4039 -0.0021
C -0.2119 -1.2872 5.4457 0.0010
C -1.7067 -1.1670 5.7468 0.0006
C 0.2228 -2.7467 5.6520 0.0019
C 0.5646 -0.3722 6.4042 0.0017
H -7.0771 1.3865 -0.6028 0.0000
H -5.7563 0.9705 -1.6943 -0.0002
H -5.8502 2.5879 -0.9704 -0.0001
H -6.6141 1.8574 1.8553 0.0000
H -5.2894 2.9540 1.4415 -0.0001
H -5.0017 1.5856 2.5261 -0.0001
H -6.7268 -0.4808 0.7849 0.0000
H -5.2420 -0.7839 1.6713 0.0003
H -5.3120 -1.1040 -0.0688 0.0000
H -3.7588 2.3300 -1.5806 0.0009
H -1.3086 2.3380 -1.8311 -0.0034
H -3.2246 -0.1164 1.8960 0.0016
H -1.8652 -0.3156 3.4301 -0.0009
H 2.2369 -1.2750 4.1829 0.0000
H 2.7238 -0.5807 1.8634 -0.0028
H -2.3060 -1.8019 5.0898 -0.0001
H -2.0576 -0.1361 5.6575 0.0000
H -1.8929 -1.4874 6.7716 0.0000
H -0.2501 -3.4072 4.9225 -0.0002
H -0.0714 -3.0751 6.6497 0.0001
H 1.3043 -2.8654 5.5681 0.0000
H 0.3002 0.6757 6.2491 -0.0001
H 1.6440 -0.4740 6.2803 -0.0001
H 0.3210 -0.6356 7.4347 0.0000
C 0.4774 -3.6685 -2.3128 0.0010
Si -0.1877 -2.0678 -2.9571 -0.0064
C -2.0285 -2.1093 -3.1411 -0.0007
C 0.5848 -1.5756 -4.5590 0.0006
O 0.1956 -0.8943 -1.8170 0.1085
H 0.5520 -4.4220 -3.1024 -0.0002
H -0.1692 -4.0730 -1.5295 -0.0002
H 1.4750 -3.5182 -1.8949 -0.0006
H -2.3175 -2.8484 -3.8940 -0.0001
H -2.4091 -1.1373 -3.4673 0.0000
H -2.5223 -2.3776 -2.2030 0.0001
H 0.3229 -2.2945 -5.3418 -0.0002
H 1.6705 -1.5401 -4.4849 -0.0001
H 0.2285 -0.5921 -4.8775 0.0002
C 3.9672 0.5075 -4.3979 0.0009
Si 4.4082 -0.4189 -2.8536 -0.0043
C 6.1695 -0.0188 -2.4134 -0.0013
C 4.2527 -2.2619 -3.0639 0.0011
As 3.2657 0.1740 -0.9024 -0.0344
Si 2.7382 2.4117 -1.3568 0.0108
C 4.2287 3.4625 -1.7046 -0.0011
C 1.5378 2.5485 -2.8105 0.0123
C 1.8848 3.1050 0.1868 0.0128
H 4.6763 0.2049 -5.1753 -0.0002
H 4.0747 1.5843 -4.2517 0.0004
H 2.9575 0.3080 -4.7586 0.0000
H 6.8630 -0.3134 -3.2066 0.0000
H 6.4465 -0.5416 -1.4953 0.0005
H 6.2892 1.0524 -2.2292 0.0001
H 5.1450 -2.6483 -3.5647 0.0002
H 3.3803 -2.5616 -3.6469 -0.0006
H 4.1838 -2.7389 -2.0838 -0.0007
H 4.6981 3.1998 -2.6556 0.0000
H 4.9723 3.3295 -0.9155 0.0001
H 3.9469 4.5186 -1.7408 -0.0005
H 2.0931 2.5253 -3.7514 0.0005
H 0.9683 3.4837 -2.7828 -0.0006
H 0.8331 1.7142 -2.8585 0.0008
H 2.1477 2.5452 1.0872 -0.0008
H 0.7953 3.1361 0.1079 -0.0046
H 2.2200 4.1342 0.3440 0.0018